Version 1
One molecule with the formula C6H14O, computed with ωB97M-V/def2-TZVPD.

Summary:
- charge = 0
- HOMO energy (eV) = -9.578
- M (g mol⁻¹) = 102.18
- SMILES = CCCCCOC
- Kohn-Sham gap (eV) = 10.691

Geometry (Å):
C: -3.05 0.57 -0.02
C: -1.84 -0.23 0.45
C: -0.73 -0.36 -0.59
C: 0.48 -1.11 0.00
C: 1.88 -0.83 -0.57
O: 2.63 -0.23 0.50
C: 2.66 1.18 0.52
H: -3.82 0.64 0.76
H: -3.52 0.10 -0.90
H: -2.77 1.59 -0.30
H: -1.42 0.24 1.35
H: -2.17 -1.24 0.76
H: -1.13 -0.84 -1.49
H: -0.42 0.65 -0.90
H: 0.26 -2.18 0.09
H: 0.67 -0.73 1.01
H: 2.42 -1.74 -0.85
H: 1.86 -0.16 -1.45
H: 3.54 1.54 -0.03
H: 2.73 1.53 1.56
H: 1.75 1.63 0.09



Version 2
One molecule with the formula C6H14O, computed with ωB97M-V/def2-TZVPD.

Summary:
- charge = 0
- HOMO energy (eV) = -9.628
- M (g mol⁻¹) = 102.18
- SMILES = COCC(C)(C)C
- Kohn-Sham gap (eV) = 10.551

Geometry (Å):
C: -1.50 -2.28 -0.61
O: -0.38 -1.72 0.03
C: 0.28 -0.69 -0.68
C: 0.41 0.58 0.17
C: 1.36 1.55 -0.55
C: -0.96 1.24 0.34
C: 0.98 0.21 1.54
H: -1.25 -2.68 -1.60
H: -2.31 -1.55 -0.71
H: -1.84 -3.10 0.02
H: -0.27 -0.45 -1.61
H: 1.28 -1.05 -0.97
H: 2.36 1.11 -0.67
H: 1.46 2.48 0.02
H: 0.98 1.81 -1.55
H: -1.67 0.55 0.81
H: -1.37 1.55 -0.63
H: -0.89 2.13 0.97
H: 0.33 -0.52 2.03
H: 1.06 1.09 2.19
H: 1.97 -0.24 1.45



Version 3
A 3-piece molecular cluster, C6H14O overall, computed with ωB97M-V/def2-TZVPD.

Summary:
- charge = 0
- HOMO energy (spin up / spin down) (eV) = -8.099 / -8.319
- M (g mol⁻¹) = 102.18
- Kohn-Sham gap (spin up / spin down) (eV) = 6.128 / 6.756

Geometry (Å):
C: 2.44 0.70 -0.31
C: 1.12 0.07 0.19
C: 1.12 -1.53 0.09
C: -0.12 0.47 -0.66
C: -1.28 0.77 0.22
C: -2.59 0.57 -0.42
O: -0.93 -1.94 2.62
H: 3.31 0.29 0.22
H: 2.45 1.78 -0.11
H: 2.53 0.54 -1.39
H: 1.10 0.39 1.26
H: 1.90 -1.82 0.77
H: 1.45 -1.71 -0.95
H: 0.25 -2.42 0.36
H: -0.42 -0.30 -1.40
H: -0.05 1.36 -1.35
H: -1.05 1.67 0.79
H: -2.73 -0.48 -0.67
H: -2.61 1.12 -1.37
H: -3.41 0.94 0.17
H: -2.49 -0.47 1.92



Short version: version 2, version 1, version 3, most stable first.



Version 1
A 2-piece molecular cluster, C6H14O overall, computed with ωB97M-V/def2-TZVPD.

Summary:
- charge = 0
- HOMO energy (eV) = -9.795
- M (g mol⁻¹) = 102.18
- SMILES = CC(C)=O.CCC
- Kohn-Sham gap (eV) = 10.701

Geometry (Å):
C: -1.00 1.97 0.71
C: 0.43 1.49 0.67
C: 1.24 1.89 -0.55
O: 0.91 0.81 1.57
H: -1.49 1.63 1.63
H: -1.56 1.59 -0.16
H: -1.03 3.08 0.69
H: 0.77 1.49 -1.46
H: 1.29 2.99 -0.63
H: 2.26 1.49 -0.48
C: -1.16 -1.72 0.63
C: -0.45 -1.45 -0.69
C: 1.04 -1.80 -0.62
H: -1.07 -2.79 0.90
H: -2.23 -1.46 0.56
H: -0.71 -1.11 1.44
H: -0.92 -2.05 -1.49
H: -0.56 -0.38 -0.96
H: 1.17 -2.87 -0.37
H: 1.54 -1.60 -1.58
H: 1.53 -1.20 0.17



Version 2
C6H14O as an isolated structure, computed with ωB97M-V/def2-TZVPD.

Summary:
- charge = 0
- HOMO energy (spin up / spin down) (eV) = -7.217 / -7.363
- M (g mol⁻¹) = 102.18
- Kohn-Sham gap (spin up / spin down) (eV) = 7.986 / 8.172

Geometry (Å):
C: 2.38 -1.48 -0.70
O: 1.14 -1.11 -0.50
C: 0.75 -0.04 0.13
C: -0.72 0.23 0.26
C: -0.90 1.72 0.53
C: -1.45 -0.17 -1.03
C: -1.30 -0.58 1.44
H: 2.51 0.39 -1.60
H: 2.47 -2.42 -1.24
H: 3.14 -1.14 -0.01
H: 1.99 0.93 -1.37
H: 1.47 0.42 0.81
H: -0.35 2.04 1.42
H: -1.96 1.96 0.68
H: -0.54 2.32 -0.32
H: -1.33 -1.23 -1.25
H: -1.06 0.40 -1.89
H: -2.52 0.05 -0.94
H: -1.17 -1.65 1.28
H: -2.37 -0.38 1.56
H: -0.80 -0.31 2.38



Short version: version 1, version 2, most stable first.



Version 1
One molecule with the formula C6H14O, computed with ωB97M-V/def2-TZVPD.

Summary:
- charge = 0
- HOMO energy (eV) = -9.641
- M (g mol⁻¹) = 102.18
- SMILES = COCC(C)(C)C
- Kohn-Sham gap (eV) = 10.547

Geometry (Å):
C: -1.88 -1.80 0.01
O: -0.81 -1.39 -0.87
C: 0.51 -0.97 -0.51
C: 0.53 0.49 -0.01
C: 1.93 0.83 0.50
C: 0.14 1.40 -1.18
C: -0.50 0.58 1.10
H: -2.32 -1.15 0.79
H: -1.63 -2.73 0.53
H: -2.70 -1.92 -0.69
H: 1.11 -1.00 -1.43
H: 1.00 -1.64 0.21
H: 2.18 0.21 1.37
H: 1.99 1.88 0.80
H: 2.69 0.65 -0.27
H: -0.79 1.06 -1.64
H: 0.92 1.40 -1.96
H: 0.00 2.44 -0.84
H: -1.23 -0.18 0.89
H: -1.08 1.51 1.12
H: -0.10 0.34 2.09



Version 2
One molecule with the formula C6H14O, computed with ωB97M-V/def2-TZVPD.

Summary:
- charge = 0
- HOMO energy (eV) = -10.312
- M (g mol⁻¹) = 102.18
- SMILES = CCCCCCO
- Kohn-Sham gap (eV) = 11.333

Geometry (Å):
C: 0.43 -2.23 2.00
C: 0.49 -2.27 0.47
C: -0.39 -1.17 -0.16
C: 0.30 0.08 -0.71
C: -0.62 1.30 -0.59
C: -0.02 2.60 -1.07
O: -0.96 3.63 -0.79
H: 1.01 -3.04 2.45
H: -0.60 -2.32 2.35
H: 0.82 -1.28 2.40
H: 1.54 -2.17 0.14
H: 0.16 -3.26 0.13
H: -1.05 -1.59 -0.93
H: -1.05 -0.85 0.65
H: 0.59 -0.06 -1.76
H: 1.23 0.27 -0.16
H: -1.55 1.13 -1.13
H: -0.90 1.42 0.47
H: 0.94 2.79 -0.55
H: 0.20 2.55 -2.15
H: -0.59 4.47 -1.08



Version 3
C6H14O as an isolated structure, computed with ωB97M-V/def2-TZVPD.

Summary:
- charge = 0
- HOMO energy (eV) = -7.696
- M (g mol⁻¹) = 102.18
- Kohn-Sham gap (eV) = 6.230

Geometry (Å):
C: 0.04 -1.57 1.52
O: 0.48 -2.06 2.54
C: 0.53 -0.47 0.75
C: -0.15 0.02 -0.40
C: 0.62 -0.20 -1.69
C: -0.86 1.37 -0.27
C: -2.15 1.47 -1.10
H: 1.52 -0.14 1.03
H: -0.82 -2.08 1.00
H: 4.69 -0.58 3.66
H: -1.81 -1.23 -0.39
H: 5.13 -0.99 3.22
H: -1.13 -0.80 -0.27
H: 1.67 -0.31 -1.40
H: 0.53 0.63 -2.39
H: 0.26 -1.08 -2.21
H: -0.12 2.12 -0.55
H: -1.02 1.47 0.79
H: -2.96 0.96 -0.55
H: -1.97 0.97 -2.05
H: -2.48 2.50 -1.24



Short version: version 2, version 1, version 3, most stable first.



Version 1
A 2-piece molecular cluster, C6H14O overall, computed with ωB97M-V/def2-TZVPD.

Summary:
- charge = 0
- HOMO energy (eV) = -9.678
- M (g mol⁻¹) = 102.18
- SMILES = CC(C)CC=O.C
- Kohn-Sham gap (eV) = 10.633

Geometry (Å):
C: 1.24 -1.46 -1.02
C: 1.05 -0.78 0.34
C: 1.10 -1.77 1.49
C: -0.26 0.02 0.34
C: -0.02 1.02 -0.77
O: 0.80 1.91 -0.67
H: 2.18 -2.02 -1.04
H: 1.27 -0.74 -1.84
H: 0.42 -2.16 -1.22
H: 1.84 -0.03 0.47
H: 2.06 -2.29 1.50
H: 0.30 -2.52 1.40
H: 0.98 -1.25 2.45
H: -0.41 0.52 1.30
H: -1.13 -0.63 0.14
H: -0.57 0.84 -1.72
C: -2.19 2.26 -0.23
H: -2.46 2.35 0.82
H: -2.50 1.27 -0.60
H: -2.61 3.03 -0.86
H: -1.11 2.44 -0.28



Version 2
One molecule with the formula C6H14O, computed with ωB97M-V/def2-TZVPD.

Summary:
- charge = 0
- HOMO energy (eV) = -9.915
- M (g mol⁻¹) = 102.18
- SMILES = COCC(C)(C)C
- Kohn-Sham gap (eV) = 10.826

Geometry (Å):
C: 1.25 2.47 -0.76
O: 0.97 1.40 0.06
C: -0.08 0.71 -0.53
C: -0.31 -0.63 0.24
C: -1.15 -1.49 -0.69
C: 1.04 -1.31 0.53
C: -1.06 -0.48 1.59
H: 1.10 1.94 -1.86
H: 2.19 2.91 -0.37
H: 0.45 3.23 -0.72
H: 0.29 0.83 -1.79
H: -1.00 1.32 -0.56
H: -2.10 -0.99 -0.92
H: -1.36 -2.46 -0.24
H: -0.60 -1.64 -1.63
H: 1.63 -0.74 1.26
H: 1.63 -1.39 -0.39
H: 0.88 -2.31 0.94
H: -0.50 0.11 2.33
H: -1.23 -1.47 2.04
H: -2.05 -0.02 1.46



Short version: version 1, version 2, most stable first.



Version 1
One molecule with the formula C6H14O, computed with ωB97M-V/def2-TZVPD.

Summary:
- charge = 0
- HOMO energy (eV) = -10.216
- M (g mol⁻¹) = 102.18
- SMILES = CC(C)C[C@@H](C)O
- Kohn-Sham gap (eV) = 11.189

Geometry (Å):
C: 1.21 -1.07 -1.34
C: 0.83 -0.85 0.13
C: 0.81 -2.18 0.88
C: -0.52 -0.13 0.27
C: -0.46 1.36 -0.05
C: -1.83 2.02 0.03
O: 0.44 1.94 0.88
H: 2.21 -1.52 -1.42
H: 1.23 -0.13 -1.90
H: 0.50 -1.74 -1.83
H: 1.58 -0.20 0.60
H: 1.76 -2.71 0.78
H: 0.03 -2.84 0.48
H: 0.61 -2.03 1.94
H: -0.89 -0.22 1.30
H: -1.27 -0.61 -0.38
H: -0.07 1.50 -1.07
H: -2.28 1.85 1.01
H: -2.50 1.61 -0.74
H: -1.76 3.10 -0.14
H: 0.57 2.86 0.63



Version 2
A 2-piece molecular cluster, C6H14O overall, computed with ωB97M-V/def2-TZVPD.

Summary:
- charge = 0
- HOMO energy (eV) = -9.232
- M (g mol⁻¹) = 102.18
- SMILES = C/C=C/CCC.O
- Kohn-Sham gap (eV) = 10.019

Geometry (Å):
C: -0.24 -3.04 -0.14
C: -0.95 -1.79 0.34
C: -0.35 -0.85 1.06
C: -1.02 0.18 1.91
C: -0.61 1.61 1.55
C: -0.58 1.84 0.05
H: -0.58 -3.87 0.47
H: 0.83 -2.94 -0.12
H: -0.52 -3.28 -1.18
H: -2.03 -1.90 0.29
H: 0.73 -0.95 1.21
H: -2.11 0.14 1.95
H: -0.70 -0.03 2.94
H: -1.35 2.36 1.87
H: 0.34 1.97 1.97
H: 0.22 1.35 -0.50
H: -0.59 2.84 -0.35
H: -1.50 1.49 -0.44
O: 3.65 1.98 -4.42
H: 3.61 1.71 -3.50
H: 3.73 1.19 -4.96



Short version: version 1, version 2, most stable first.